Entry from the OMol25 dataset: 3 unconnected molecules or ions with the total composition C17H24ClINO2P2 in a non-equilibrium geometry (ωB97M-V/def2-TZVPD).

Last column: Löwdin charge in e.
Atoms and positions in Å:
O: 3.628 0.850 -1.215  -0.422
P: 2.362 1.770 -1.446  0.846
N: 1.165 1.059 -2.617  -0.268
C: 1.240 -0.438 -2.414  -0.164
C: -0.043 -1.285 -2.983  -0.158
C: -1.483 -0.507 -2.904  -0.261
C: -1.358 1.122 -3.240  -0.978
I: -0.941 1.321 -5.399  0.896
P: -3.056 1.996 -2.890  0.634
O: -2.806 3.659 -3.411  -0.396
Cl: -3.286 1.931 -0.780  0.269
C: -0.165 1.690 -2.269  -0.279
H: 1.713 1.932 -0.139  0.078
H: 2.735 3.101 -1.863  0.057
H: 1.530 1.354 -3.572  0.147
H: 2.186 -0.810 -3.041  0.169
H: 1.500 -0.728 -1.286  0.150
H: 0.112 -1.729 -4.074  0.130
H: -0.145 -2.244 -2.280  0.144
H: -2.185 -0.964 -3.739  0.123
H: -2.027 -0.637 -1.857  0.106
H: -1.805 3.769 -3.575  0.041
H: -0.108 2.879 -2.338  0.149
H: -0.458 1.413 -1.161  0.132
C: -4.906 -0.560 2.410  -0.084
C: -5.035 -1.712 3.184  -0.083
C: -4.219 -2.816 2.935  -0.086
C: -3.266 -2.762 1.918  -0.094
C: -3.134 -1.608 1.146  -0.107
C: -3.957 -0.508 1.389  -0.124
H: -5.544 0.299 2.603  0.105
H: -5.773 -1.751 3.982  0.106
H: -4.324 -3.716 3.534  0.105
H: -2.627 -3.620 1.727  0.101
H: -2.391 -1.566 0.354  0.073
H: -3.858 0.389 0.784  -0.032
C: 4.877 0.191 4.088  -0.084
C: 4.738 1.219 3.157  -0.088
C: 4.092 0.980 1.944  -0.111
C: 3.577 -0.286 1.667  -0.113
C: 3.713 -1.314 2.600  -0.090
C: 4.367 -1.077 3.809  -0.085
H: 5.383 0.377 5.032  0.106
H: 5.133 2.208 3.376  0.104
H: 3.990 1.780 1.216  0.071
H: 3.070 -0.471 0.723  0.059
H: 3.310 -2.300 2.384  0.101
H: 4.478 -1.879 4.533  0.105

Orbital gap = 7.64 eV
Electronic energy = -62795.1135 eV
Total charge = +1
LUMO energy = -3.7 eV

Entry from the OMol25 dataset: a molecular structure, C17H24CuF5N3NbOS in a non-equilibrium geometry (ωB97M-V/def2-TZVPD).

Last column: Löwdin charge in e.
Atoms and positions in Å:
N: -1.535 -1.051 0.488  -0.056
C: -2.545 -1.734 0.420  -0.382
O: -3.512 -2.404 0.335  0.223
Cu: 0.161 2.290 1.651  0.512
Nb: 0.370 -0.283 0.612  1.620
N: 0.690 1.677 -0.105  -0.358
N: 1.154 -1.573 -0.718  -0.216
C: -0.104 2.365 -1.174  -0.653
C: 0.595 -2.518 -1.702  -0.646
C: 0.075 3.888 -1.036  -0.014
C: 0.404 1.931 -2.553  -0.019
C: -1.578 2.015 -1.003  -0.040
C: -0.015 -3.695 -0.940  -0.015
C: 1.686 -3.064 -2.625  -0.033
C: -0.475 -1.836 -2.545  -0.035
H: -0.249 4.230 -0.043  0.087
H: -0.552 4.389 -1.787  0.116
H: 1.117 4.191 -1.195  0.097
H: 1.427 2.289 -2.737  0.088
H: -0.252 2.360 -3.325  0.115
H: 0.389 0.837 -2.659  0.059
H: -1.754 0.928 -0.987  0.051
H: -2.139 2.452 -1.842  0.116
H: -1.969 2.445 -0.070  0.086
H: 0.753 -4.188 -0.334  0.095
H: -0.422 -4.414 -1.664  0.115
H: -0.826 -3.368 -0.283  0.056
H: 2.392 -3.708 -2.089  0.091
H: 2.230 -2.256 -3.124  0.101
H: 1.209 -3.682 -3.396  0.110
H: -0.878 -2.577 -3.253  0.112
H: -0.039 -1.015 -3.128  0.074
H: -1.306 -1.461 -1.936  0.057
C: 2.145 1.992 -0.134  -0.093
H: 2.746 1.106 0.132  0.076
H: 2.442 2.328 -1.137  0.095
H: 2.375 2.792 0.592  0.105
C: 2.511 -1.905 -0.247  -0.128
H: 2.711 -1.429 0.725  0.007
H: 2.600 -2.993 -0.110  0.107
H: 3.270 -1.565 -0.968  0.111
F: -3.742 1.439 4.655  0.175
C: -2.542 1.021 4.199  -0.064
C: -1.552 1.945 3.910  -0.085
F: -1.805 3.257 4.112  0.161
C: -0.244 1.527 3.480  -0.294
F: 0.842 2.094 4.179  0.061
C: -0.104 0.075 3.168  -0.570
S: 1.456 -0.574 2.656  0.794
C: -1.117 -0.819 3.567  -0.214
F: -0.941 -2.152 3.363  0.107
C: -2.311 -0.360 4.089  -0.057
F: -3.240 -1.239 4.515  0.189

Orbital gap (alpha / beta) = 6.59 / 6.59 eV
Electronic energy = -95131.4712 eV
Total charge = +2
LUMO energy (alpha / beta) = -9.3 / -9.3 eV
ΔE to the lowest compared entry with this formula, charge and spin = 0.1504 eV